(1)
The following is a quantum chemistry calculation of one molecule with the formula C3H4ClNS, from the OMol25 dataset.

Geometry as XYZ:
```
10
Properties=species:S:1:pos:R:3:forces:R:3
C -0.146869 0.268882 0.331575 -0.06 -0.06 0.00
C 0.666041 -0.919192 -0.126992 0.07 -0.35 0.06
Cl 2.293409 -0.905378 0.626136 -0.15 0.05 -0.14
S -0.233903 -2.467543 0.324346 -0.08 0.63 0.09
C 0.558630 -3.501560 -0.732658 -0.13 0.21 0.25
N 1.096154 -4.202862 -1.461735 0.35 -0.51 -0.49
H -0.293179 0.236843 1.409235 0.00 0.03 0.07
H -1.119484 0.261756 -0.157650 -0.04 0.01 -0.03
H 0.369756 1.191681 0.076902 0.04 -0.01 0.01
H 0.815726 -0.936105 -1.206978 -0.01 0.01 0.18
```
Positions in Å, forces in eV/Å.

charge = 0
frontier orbital gap = 10.623 eV
SMILES string = C[C@@H](Cl)SC#N
strongest force on any atom = 0.79 eV Å⁻¹
DFT total energy = -28023.103 eV
E_HOMO = -10.1 eV

---

(2)
The following is a quantum chemistry calculation of a 2-piece molecular cluster, CH2Cl2S2 overall at a distorted geometry, from the OMol25 dataset.

Geometry as XYZ:
```
7
Properties=species:S:1:pos:R:3:forces:R:3
S 1.272315 -0.116729 -1.877363 -1.29 -0.76 -0.18
C -0.146377 -0.918609 -1.704833 1.69 1.50 0.38
Cl -0.266163 -2.291326 -0.706623 -0.29 -0.51 0.01
Cl -1.646298 -0.318531 -2.264401 -0.11 -0.21 -0.18
S 0.125956 1.609047 2.675434 0.65 -0.63 -1.35
H 1.014984 1.647752 1.592247 -0.90 -0.03 1.11
H -0.354417 0.388396 2.285540 0.25 0.64 0.22
```
Positions in Å, forces in eV/Å.

charge = 0
frontier orbital gap = 8.498 eV
SMILES string = S=C(Cl)Cl.S
strongest force on any atom = 2.29 eV Å⁻¹
DFT total energy = -47783.779 eV
E_HOMO = -9.7 eV

---

(3)
The following is a quantum chemistry calculation of a 2-piece molecular cluster, ClH2NOS2 overall at a distorted geometry, from the OMol25 dataset.

Geometry as XYZ:
```
7
Properties=species:S:1:pos:R:3:forces:R:3
N 0.309660 0.031519 -0.020838 2.76 2.78 -0.86
O 1.986879 0.606889 1.771313 0.55 0.05 -0.93
S 2.486509 2.223380 -0.685950 -0.53 -2.63 0.96
S 1.915197 0.595727 0.324723 -2.14 -0.24 -0.19
Cl 2.341349 -2.399326 -0.183918 0.04 1.68 0.05
H 0.281305 -0.789426 -0.574813 0.17 -1.09 -0.28
H -0.145828 0.078295 0.848467 -0.84 -0.54 1.25
```
Positions in Å, forces in eV/Å.

charge = 0
frontier orbital gap (alpha / beta) = 5.691 / 5.680 eV
strongest force on any atom = 4.01 eV Å⁻¹
DFT total energy = -37759.276 eV
E_HOMO (alpha / beta) = -10.0 / -10.0 eV

---

(4)
The following is a quantum chemistry calculation of one molecule with the formula C17H17BrN6O3 at a distorted geometry, from the OMol25 dataset.

Geometry as XYZ:
```
44
Properties=species:S:1:pos:R:3:forces:R:3
C -4.298679 -1.268617 -3.529175 1.32 1.03 -0.78
N -4.563614 -1.371100 -2.081611 1.69 1.21 0.14
C -5.862546 -1.328527 -1.611435 -2.50 -3.05 -0.75
O -6.857156 -1.720037 -2.210528 0.75 0.65 -2.06
N -6.178251 -1.182266 -0.280575 3.84 0.11 1.72
C -5.093701 -0.923080 0.559983 -1.30 3.92 4.92
O -5.293842 -0.444439 1.723752 -0.29 -2.16 -1.75
C -3.744381 -0.794669 0.100120 0.63 -0.49 -1.85
C -3.466188 -1.030808 -1.198629 -0.65 -1.63 -2.26
N -2.101911 -1.107490 -1.483353 -3.79 0.02 -1.91
C -1.568133 -0.767212 -0.376118 -0.58 0.96 3.24
N -0.197727 -0.855176 -0.330963 2.49 -0.09 0.85
N 0.488343 -0.272492 0.551747 -2.44 0.87 1.18
C 1.821260 -0.605385 0.581426 1.61 0.16 -1.37
C 2.855714 -0.043988 1.258877 -2.30 -0.09 1.19
Br 2.297632 1.195382 2.587446 0.43 0.27 0.04
C 4.294360 -0.457829 1.241582 -2.41 1.83 -4.17
C 5.184963 0.516170 0.535287 1.58 0.85 -1.30
C 4.866276 0.975993 -0.744607 -0.89 1.93 -0.67
C 5.834327 1.760238 -1.508490 -2.42 -1.96 -0.89
C 7.098985 1.912117 -1.050132 2.17 0.91 -0.62
C 7.449080 1.536780 0.247343 -0.20 -2.11 -0.32
C 6.493132 0.803105 0.999362 1.03 0.07 -0.42
N -2.517603 -0.537287 0.659797 0.99 -0.39 1.31
C -2.303948 -0.040080 2.058571 1.18 2.07 -1.50
C -2.423333 1.517526 2.027433 -1.96 -0.64 1.22
O -3.830514 1.893401 1.994145 0.78 -0.46 -0.64
H -3.445365 -1.908740 -3.888607 -1.35 -0.23 0.69
H -3.820865 -0.273500 -3.785596 -0.96 -0.58 0.60
H -5.236927 -1.362285 -4.091070 0.48 -0.31 0.28
H -6.994983 -1.704068 0.080476 0.69 0.89 -0.51
H 1.994495 -1.279327 -0.217661 0.95 -1.08 -0.58
H 4.239686 -1.349481 0.684093 0.46 -1.40 -0.73
H 4.707878 -0.627470 2.114820 1.40 -0.98 4.72
H 3.754218 0.876436 -1.067531 2.25 0.00 0.12
H 5.696915 1.975952 -2.602210 -0.47 -0.06 1.35
H 7.885022 2.248938 -1.812321 -1.11 -0.23 1.48
H 8.534773 1.382914 0.453971 -1.07 0.70 0.36
H 6.936786 0.288622 1.854392 -0.64 0.21 0.19
H -1.270918 -0.249680 2.340821 -0.22 -0.39 0.02
H -3.033825 -0.365823 2.794161 0.00 -0.68 -0.42
H -2.133536 1.879749 2.999344 0.91 0.09 0.40
H -1.859743 2.032474 1.257197 -0.01 -0.22 -0.29
H -4.336156 1.075062 2.164464 -0.08 0.46 -0.22
```
Positions in Å, forces in eV/Å.

charge = 0
frontier orbital gap = 7.067 eV
SMILES string = Cn1c(=O)[nH]c(=O)c2c1nc(/N=N/C=C(\Br)Cc1ccccc1)n2CCO
strongest force on any atom = 6.43 eV Å⁻¹
DFT total energy = -103026.586 eV
E_HOMO = -8.6 eV

---

charge of number 4 (C17H17BrN6O3)? 0